The following is a quantum chemistry calculation of 13 unconnected molecules or ions with the total composition C51H64BrFN13O5P in a non-equilibrium geometry, from the Open Molecules 2025 dataset.

The spin multiplicity is 1. For the orbital gap, the calculation gives 0.265 hartree. The calculation puts the LUMO energy at -0.013 Ha. As for the energy: -165573.267 eV.

Last column: Mulliken charge in e.
Element x y z (Å)
Br (-7.94, 3.46, -1.44)  -0.27
P (-6.28, 3.12, -2.94)  0.10
F (-7.34, 0.46, -2.05)  -0.39
O (-6.87, 2.13, -4.11)  -0.48
O (-1.41, -0.02, 0.70)  -0.70
O (-1.53, -3.53, 2.60)  -0.51
O (0.33, -4.68, 2.13)  -0.43
O (-1.21, 4.44, -1.37)  -0.20
N (9.97, -1.99, -3.59)  -0.46
N (-1.45, 5.26, -2.70)  -0.35
N (6.07, -3.23, -1.65)  -0.55
N (1.95, 5.92, 1.54)  -0.43
N (-6.26, -2.58, -4.79)  -0.42
N (9.34, -5.31, 2.93)  -0.37
N (0.91, -6.54, 7.92)  -0.37
N (-4.90, 3.32, 8.07)  -0.40
N (0.92, -0.89, 7.31)  -0.32
N (-5.93, 1.34, 1.53)  -0.49
N (-3.07, 4.92, 4.22)  -0.43
N (2.08, 0.46, 2.04)  -0.47
N (5.86, -0.93, -7.10)  -0.42
C (-0.18, -6.45, 7.56)  0.39
C (-6.17, 0.01, -1.49)  0.33
C (3.04, -0.58, -2.23)  -1.53
C (-4.99, 0.94, -1.53)  0.07
C (1.27, -3.86, 1.41)  -0.28
C (-2.67, 1.20, -0.92)  0.47
C (8.04, -1.87, -5.33)  -0.75
C (-7.23, -2.61, -5.40)  0.44
C (-1.56, -6.33, 7.12)  -0.75
C (-4.71, 2.52, 7.27)  0.32
C (1.93, 0.41, -1.96)  0.95
C (0.82, 0.24, 7.48)  0.32
C (-1.42, 0.66, -0.31)  -0.61
C (0.99, 2.62, -2.38)  -1.48
C (-2.59, 2.46, -1.51)  1.12
C (-1.85, 5.71, -3.68)  0.56
C (-0.19, 1.02, -1.07)  0.48
C (1.77, 1.57, 2.05)  0.43
C (1.38, 2.97, 2.03)  -0.69
C (3.75, -1.21, -1.03)  -0.40
C (0.88, -3.73, -0.06)  -0.52
C (-2.36, 6.25, -4.93)  -1.10
C (0.70, 1.67, 7.70)  -0.74
C (1.98, 1.68, -2.51)  -0.95
C (8.32, -5.38, 2.40)  0.32
C (2.02, -3.15, -0.95)  -0.58
C (0.06, -3.73, 4.34)  -0.02
C (7.04, -5.48, 1.73)  -0.43
C (-4.96, 1.71, 2.02)  0.39
C (2.93, -2.20, -0.18)  0.29
C (-0.15, 2.28, -1.66)  0.98
C (0.81, 0.07, -1.21)  -0.29
C (5.99, -1.66, -7.97)  0.43
C (-5.79, -1.32, -2.20)  -1.37
C (-3.78, 5.60, 3.63)  0.45
C (-1.31, 3.13, -1.49)  0.11
C (9.12, -1.93, -4.36)  0.29
C (-0.46, -3.95, 2.95)  0.80
C (7.08, -2.88, -1.24)  0.49
C (1.23, 6.58, 0.93)  0.46
C (1.07, -2.88, 4.56)  -0.68
C (-4.69, 6.46, 2.89)  -0.86
C (-8.46, -2.64, -6.18)  -0.86
C (-3.74, 2.96, -2.08)  -1.69
C (-4.91, 2.21, -2.09)  1.26
C (-4.46, 1.51, 6.26)  -0.57
C (-3.82, 0.46, -0.92)  -0.78
C (8.36, -2.42, -0.73)  -0.98
C (6.17, -2.59, -9.07)  -0.86
C (0.32, 7.40, 0.16)  -0.68
C (-3.70, 2.16, 2.58)  -0.07
H (3.67, -2.82, 0.34)  0.53
H (7.07, -1.92, -4.84)  0.34
H (4.62, -1.74, -1.41)  -0.20
H (6.94, -6.41, 1.18)  0.29
H (2.85, 1.92, -3.11)  0.34
H (1.22, -2.86, 1.86)  0.22
H (2.30, -4.22, 1.51)  0.23
H (-2.25, -6.39, 7.95)  0.29
H (-2.23, 7.33, -4.96)  0.31
H (-3.85, 2.76, 3.48)  -0.08
H (-0.36, -4.28, 5.19)  0.04
H (7.15, -2.48, -9.53)  0.28
H (9.04, -3.26, -0.56)  0.33
H (0.51, 3.14, 2.68)  0.30
H (-0.30, 2.02, 7.45)  0.20
H (-3.15, 2.78, 1.87)  -0.02
H (1.89, -3.12, 5.23)  0.32
H (6.21, -5.43, 2.44)  0.26
H (0.06, -3.01, -0.11)  -0.09
H (8.85, -1.74, -1.42)  0.32
H (0.71, 8.41, 0.04)  0.34
H (0.14, 6.98, -0.82)  0.10
H (-6.15, 1.60, -4.49)  0.34
H (-4.82, -1.25, -2.70)  0.44
H (-8.44, -1.89, -6.97)  0.27
H (-1.73, -5.39, 6.60)  0.23
H (1.10, 3.28, 1.02)  -0.07
H (3.80, -0.02, -2.79)  0.45
H (1.52, -2.67, -1.80)  0.28
H (-4.91, 6.04, 1.90)  0.26
H (-3.45, 1.56, 5.88)  0.16
H (8.08, -0.95, -5.90)  0.33
H (8.25, -1.90, 0.22)  0.32
H (-9.32, -2.46, -5.55)  0.28
H (-5.14, 1.62, 5.42)  0.15
H (1.09, -1.95, 4.00)  0.29
H (6.90, -4.67, 1.01)  -0.08
H (6.08, -3.62, -8.73)  0.27
H (-3.78, -0.51, -0.43)  0.48
H (-1.82, -7.14, 6.43)  0.25
H (5.42, -2.43, -9.85)  0.33
H (-6.51, -1.59, -2.98)  0.40
H (4.10, -0.42, -0.37)  0.41
H (-4.27, 7.45, 2.74)  0.30
H (-5.64, 6.57, 3.42)  0.32
H (-3.42, 6.03, -5.04)  0.32
H (0.46, -4.66, -0.46)  0.45
H (2.54, -4.02, -1.36)  0.45
H (1.41, 2.22, 7.09)  0.25
H (2.18, 3.61, 2.37)  0.49
H (-3.74, 3.93, -2.56)  0.18
H (-0.65, 7.49, 0.66)  0.22
H (0.65, -0.88, -0.73)  0.25
H (-3.05, 1.33, 2.85)  0.26
H (-4.61, 0.50, 6.66)  0.36
H (0.88, 1.92, 8.74)  0.28
H (-6.34, -0.26, -0.45)  0.34
H (-1.84, 5.82, -5.78)  0.29
H (8.10, -2.70, -6.03)  0.24
H (-5.68, -2.13, -1.48)  0.32
H (2.41, -1.65, 0.60)  -0.21
H (1.04, 3.60, -2.84)  0.49
H (-8.59, -3.62, -6.66)  0.30
H (2.64, -1.31, -2.93)  0.39